{"formula": "C11H17N2", "method": "ωB97M-V with the def2-TZVPD basis set", "symbols": ["C", "C", "C", "C", "C", "C", "C", "C", "C", "C", "C", "N", "N", "H", "H", "H", "H", "H", "H", "H", "H", "H", "H", "H", "H", "H", "H", "H", "H", "H"], "xyz": [[-0.670399, 1.225141, -0.940813], [-1.399954, 1.814393, -0.031555], [-2.149285, -0.744148, -0.827547], [-0.589242, -0.230046, -0.776134], [-2.548505, -0.147374, 0.515516], [-3.166203, -0.920401, -1.768293], [-3.422623, -0.914403, 1.433259], [2.651417, -0.467093, -1.470820], [2.156375, 1.164372, 0.300158], [2.547062, -1.388194, 0.693250], [1.830724, -0.329160, -0.189107], [-2.246452, 1.075284, 0.855358], [0.506126, -0.715025, -0.347704], [0.044609, 1.966970, -1.334172], [-1.033012, 2.820254, 0.159387], [-4.187780, -0.716284, -1.421897], [-3.101325, -1.315420, -2.771632], [-3.562831, -0.383875, 2.456779], [-4.390451, -1.102345, 1.004843], [-3.015816, -1.968867, 1.651876], [2.254872, 0.343137, -2.282408], [3.556252, -0.105909, -1.240381], [2.426188, -1.379112, -1.963005], [1.550532, 1.627131, 1.050607], [2.058095, 1.945645, -0.584994], [3.236546, 1.229404, 0.617131], [2.268071, -2.289010, 0.120672], [3.600554, -1.165974, 0.826452], [2.149997, -1.494998, 1.705149], [-2.658168, 1.373419, 1.763851]], "forces_ev_per_angstrom": [[0.5, 0.5, -0.2], [-0.2, 2.0, 1.5], [0.2, 1.7, 0.1], [1.6, -0.8, -1.3], [-1.7, -0.8, -0.6], [1.9, 0.0, 2.6], [0.8, -0.9, 2.5], [-5.7, 2.6, -3.1], [0.7, 0.9, -2.2], [-1.4, 0.0, 0.2], [2.9, 2.2, 1.1], [0.2, -0.5, -0.4], [-4.4, -1.8, -1.1], [-0.1, -1.3, -0.5], [-1.4, 0.2, 0.7], [0.4, -0.3, -0.1], [0.6, 0.2, -0.1], [0.2, -0.9, -1.7], [-0.5, 0.1, -0.4], [-0.3, 1.6, -0.4], [0.7, -1.6, 1.7], [3.8, 0.2, 0.4], [0.8, -1.2, -0.2], [-0.5, -0.3, 0.9], [0.3, -1.7, 1.5], [-1.2, -0.2, -0.2], [0.9, -0.1, 0.7], [0.2, -0.3, -0.5], [-0.3, 0.1, -0.1], [0.9, 0.3, -1.0]], "mulliken_charge": [-0.375, -0.402, 0.147, 0.537, 0.497, -0.808, -1.121, -1.590, -1.377, -1.419, 1.027, 0.039, -0.367, 0.499, 0.355, 0.231, 0.339, 0.349, 0.315, 0.323, 0.275, 0.575, 0.445, 0.375, 0.254, 0.391, 0.414, 0.382, 0.381, 0.311], "charge": 1, "relative_energy_ev": 5.6903, "orbital_gap_ev": 7.821}


{"formula": "C24H48N5O2", "method": "ωB97M-V with the def2-TZVPD basis set", "symbols": ["C", "C", "C", "C", "C", "C", "C", "C", "C", "C", "C", "C", "C", "C", "C", "C", "N", "C", "C", "N", "C", "N", "C", "O", "C", "C", "C", "H", "H", "H", "H", "H", "H", "H", "H", "H", "H", "H", "H", "H", "H", "H", "H", "H", "H", "H", "H", "H", "H", "H", "H", "H", "H", "H", "H", "H", "H", "H", "H", "H", "H", "H", "H", "H", "H", "H", "H", "H", "H", "H", "H", "C", "O", "N", "N", "H", "H", "H", "H"], "xyz": [[4.867687, -3.707077, 1.580079], [5.548257, -3.628598, 0.195657], [4.898096, -2.627917, -0.779598], [5.670086, -1.314912, -0.951820], [6.062724, -0.605869, 0.362430], [5.455354, 0.798395, 0.517817], [4.147991, 0.816483, 1.330739], [3.099199, 1.764522, 0.740464], [2.380376, 1.117695, -0.460545], [2.134651, 2.063359, -1.633176], [1.800809, 1.367519, -2.959818], [0.805565, 0.207040, -2.881783], [-0.630391, 0.638380, -2.507161], [-1.145783, -0.079545, -1.262146], [-2.560903, 0.247482, -0.935357], [-3.513447, 0.887592, -1.642338], [-4.668864, 0.909510, -0.888231], [-5.928765, 1.537843, -1.309064], [-6.847032, 1.796907, -0.121690], [-6.540589, 2.554445, 0.839298], [-4.425920, 0.296879, 0.259423], [-3.162381, -0.105967, 0.262247], [-2.495727, -0.804413, 1.377494], [-2.078523, -2.048529, 0.959965], [-2.730508, -3.189780, 1.540172], [-2.730674, -4.319962, 0.531154], [-1.315949, -4.802109, 0.176788], [4.092077, -2.942570, 1.679876], [4.397671, -4.677678, 1.743911], [5.575848, -3.533147, 2.392650], [6.602341, -3.371370, 0.324891], [5.511946, -4.620598, -0.257534], [3.877335, -2.402564, -0.444061], [4.792773, -3.088458, -1.766429], [6.569812, -1.512331, -1.542412], [5.062919, -0.637311, -1.563055], [5.731274, -1.204189, 1.217140], [7.149363, -0.540974, 0.441410], [5.232176, 1.194859, -0.480413], [6.176943, 1.483376, 0.968378], [4.347322, 1.078269, 2.372325], [3.723133, -0.195365, 1.311351], [3.581257, 2.693060, 0.418681], [2.367809, 2.000986, 1.517958], [1.427912, 0.719968, -0.095607], [2.958469, 0.249472, -0.803076], [1.363884, 2.800649, -1.380863], [3.051752, 2.641173, -1.789869], [2.728435, 0.992362, -3.402579], [1.401701, 2.102191, -3.667447], [1.160630, -0.562746, -2.189318], [0.779708, -0.270425, -3.864242], [-0.673106, 1.722482, -2.368857], [-1.294686, 0.368551, -3.334085], [-1.079309, -1.161894, -1.418098], [-0.518634, 0.132868, -0.391322], [-3.439741, 1.336757, -2.617652], [-5.656348, 2.492284, -1.763465], [-6.412167, 0.909167, -2.056963], [-7.803013, 1.270616, -0.104411], [-5.610024, 2.987589, 0.727977], [-5.117826, 0.149915, 1.072060], [-1.635283, -0.198271, 1.668924], [-3.214771, -0.838672, 2.200497], [-3.756843, -2.924569, 1.820491], [-2.188859, -3.474513, 2.448660], [-3.233558, -3.944526, -0.364797], [-3.326972, -5.131589, 0.952299], [-1.056127, -5.708197, 0.724943], [-0.569695, -4.045907, 0.430436], [-1.218339, -5.009272, -0.888504], [-4.582747, 5.014415, 2.140555], [-4.186559, 4.172978, 1.334125], [-5.828638, 4.964501, 2.684162], [-3.794096, 6.047195, 2.537386], [-6.166839, 5.643505, 3.339527], [-6.432200, 4.208015, 2.406915], [-2.872776, 6.103860, 2.145300], [-4.090674, 6.746699, 3.191234]], "forces_ev_per_angstrom": [[0.1, 0.2, 0.0], [-0.2, 0.0, 0.1], [0.0, 0.1, 0.0], [0.0, -0.1, 0.0], [0.0, 0.1, 0.1], [-0.2, 0.0, -0.1], [0.0, 0.0, -0.2], [0.0, -0.2, 0.0], [0.0, 0.1, 0.1], [0.1, 0.0, -0.1], [0.0, -0.1, 0.0], [-0.1, 0.1, -0.1], [0.1, -0.3, 0.0], [0.0, -0.1, 0.0], [0.3, -0.2, 0.3], [-0.1, 0.2, -0.4], [-0.1, 0.1, 0.0], [-0.1, 0.1, 0.0], [0.1, 0.0, 0.2], [-0.1, -0.2, -0.3], [0.0, 0.0, 0.1], [0.1, -0.1, 0.1], [0.1, 0.0, 0.0], [0.1, 0.0, 0.0], [-0.1, -0.2, 0.1], [0.2, 0.3, 0.0], [0.0, 0.0, 0.1], [0.0, -0.1, 0.0], [0.0, 0.0, 0.0], [0.0, -0.1, 0.0], [0.0, -0.1, -0.1], [0.2, 0.0, 0.0], [0.1, -0.1, 0.0], [0.0, 0.0, 0.0], [0.0, 0.0, 0.1], [0.1, 0.0, 0.0], [0.1, 0.0, 0.0], [0.0, 0.0, 0.0], [0.2, 0.0, 0.0], [-0.1, 0.0, 0.0], [0.0, -0.1, 0.0], [0.0, 0.1, 0.2], [-0.1, 0.0, 0.2], [0.0, 0.2, -0.1], [0.1, -0.1, -0.1], [0.0, 0.1, 0.0], [0.0, -0.1, 0.1], [-0.1, 0.0, 0.0], [0.0, 0.0, 0.1], [0.1, 0.0, 0.0], [0.0, 0.1, 0.0], [0.0, 0.0, 0.1], [-0.1, 0.0, 0.0], [0.0, 0.2, 0.0], [0.0, 0.1, 0.1], [0.0, 0.0, -0.1], [-0.2, 0.0, 0.0], [-0.1, -0.1, 0.0], [0.1, 0.0, 0.0], [0.0, 0.1, -0.1], [0.0, 0.1, 0.1], [0.0, 0.1, -0.1], [-0.1, 0.0, 0.0], [0.1, 0.0, 0.0], [0.0, 0.0, 0.0], [0.0, 0.0, 0.0], [-0.1, -0.1, 0.1], [0.0, 0.0, -0.1], [0.0, 0.0, 0.0], [0.0, 0.0, -0.1], [0.0, -0.1, 0.1], [-0.1, 0.1, 0.2], [0.1, -0.2, -0.2], [0.1, 0.0, 0.0], [0.0, -0.1, 0.0], [0.0, 0.0, 0.0], [0.0, 0.0, 0.0], [0.0, 0.0, 0.0], [0.0, 0.0, 0.0]], "mulliken_charge": [-1.071, -0.513, -0.593, -0.730, -0.548, -0.814, -0.415, -1.245, 1.115, -0.600, -1.229, -0.792, -1.045, 1.025, -0.024, -0.900, 0.183, -0.446, -0.421, -0.489, -0.090, 0.210, -0.921, -0.102, -0.504, -0.411, -1.048, 0.277, 0.330, 0.273, 0.302, 0.396, 0.215, 0.380, 0.391, 0.324, 0.258, 0.366, 0.334, 0.446, 0.446, 0.095, 0.409, 0.440, -0.615, -0.209, 0.287, 0.438, 0.411, 0.330, 0.322, 0.484, 0.487, 0.454, 0.208, -0.244, 0.478, 0.400, 0.357, 0.418, 0.408, 0.496, 0.286, 0.456, 0.390, 0.265, 0.219, 0.382, 0.348, 0.258, 0.289, 0.644, -0.749, -0.311, -0.426, 0.167, 0.231, 0.219, 0.159], "charge": 1, "orbital_gap_ev": 9.776}


{"formula": "C8H12NO", "method": "ωB97M-V with the def2-TZVPD basis set", "symbols": ["C", "C", "C", "C", "C", "C", "C", "C", "N", "O", "H", "H", "H", "H", "H", "H", "H", "H", "H", "H", "H", "H"], "xyz": [[4.006218, -0.455306, 0.743645], [2.901351, -0.526917, 0.323327], [0.484604, -0.189395, 0.747695], [-1.943607, -0.169913, -0.311559], [-0.891710, 0.360074, 0.660722], [1.492575, 0.536088, -1.524556], [-3.406167, -0.232607, 0.168507], [1.615045, -0.502437, -0.342559], [-1.329573, 1.040127, -0.541112], [0.823443, -0.512036, 1.946030], [4.863596, 0.058604, 1.085817], [-1.633007, -1.074346, -1.004738], [-1.247874, 0.580172, 1.683829], [0.583363, 0.506357, -1.926790], [2.307613, 0.361902, -2.243011], [1.508874, 1.585450, -1.099611], [-4.177529, -0.201344, -0.716976], [-3.611233, 0.512603, 0.849802], [-3.651364, -1.204128, 0.627555], [1.396298, -1.485090, -0.851129], [1.826927, -0.758347, 2.095281], [-1.917844, 1.770487, -0.370160]], "forces_ev_per_angstrom": [[1.0, 0.9, 0.7], [-1.6, -0.1, -1.3], [1.5, -0.4, -3.1], [-2.5, -4.5, -2.0], [2.8, -0.8, 0.6], [4.1, 1.1, 3.2], [-0.4, -1.8, -3.7], [-2.9, 0.4, -1.1], [1.1, -1.0, 1.2], [1.9, -1.2, 3.8], [0.7, -0.5, 0.3], [-0.1, 1.7, 1.7], [0.1, 0.8, -0.7], [-3.6, -0.8, -2.1], [-0.5, 0.3, 0.2], [0.7, -1.0, -0.4], [1.5, 0.3, 1.5], [-0.5, 1.8, 1.4], [0.6, 0.2, -0.1], [0.3, 0.6, 0.8], [-2.4, 0.8, -0.8], [-1.8, 3.3, 0.0]], "mulliken_spin": [-0.002, 0.005, 0.708, 0.180, 0.192, 0.043, -0.001, -0.026, 0.580, 0.198, 0.000, 0.056, 0.000, -0.002, 0.005, -0.014, 0.027, -0.002, 0.022, 0.041, -0.003, -0.008], "charge": 1, "spin_multiplicity": 3, "relative_energy_ev": 2.4354, "s_squared": 2.007, "orbital_gap_ev": [8.187, 5.085]}


{"formula": "C5H12N3", "method": "ωB97M-V with the def2-TZVPD basis set", "symbols": ["N", "C", "C", "H", "H", "H", "H", "H", "H", "H", "C", "C", "C", "N", "N", "H", "H", "H", "H", "H"], "xyz": [[-1.457360, 0.211032, 1.606889], [-1.603525, 0.023257, 4.039762], [-2.322539, -0.202380, 2.718900], [-1.934590, 0.065051, 0.710452], [-1.273493, 1.218408, 1.670604], [-0.653652, -0.537262, 4.052469], [-2.224658, -0.317867, 4.885011], [-1.381445, 1.094992, 4.176396], [-2.529665, -1.282282, 2.591054], [-3.294613, 0.326971, 2.736623], [2.762358, -1.671639, 2.327921], [1.777021, -0.750722, 2.566497], [1.058141, -2.125369, 0.972298], [2.286298, -2.500759, 1.342381], [0.744597, -1.059848, 1.715646], [3.747796, -1.797407, 2.776443], [1.733234, 0.085521, 3.264272], [0.434179, -2.596238, 0.212665], [2.794789, -3.305848, 0.934259], [-0.154414, -0.549389, 1.648368]], "forces_ev_per_angstrom": [[-0.9, 0.9, -0.6], [0.1, 0.0, 0.2], [-0.6, -0.4, 0.4], [0.1, 0.2, 0.4], [-0.1, -0.3, -0.1], [-0.3, 0.2, 0.2], [0.3, 0.2, -0.4], [-0.1, -0.4, 0.0], [0.0, 0.5, 0.0], [0.4, -0.2, -0.2], [0.1, 0.4, 0.4], [0.4, -0.5, -0.2], [0.1, 0.7, 0.6], [0.5, -1.1, -0.7], [1.8, -1.6, -0.4], [-0.5, 0.0, -0.3], [0.0, -0.4, -0.4], [0.3, 0.2, 0.4], [-0.5, 0.9, 0.5], [-1.3, 0.9, -0.1]], "mulliken_charge": [-0.707, -0.966, -0.389, 0.262, 0.259, 0.217, 0.343, 0.303, 0.277, 0.351, -0.493, -0.180, -0.161, -0.087, 0.028, 0.388, 0.438, 0.378, 0.261, 0.476], "charge": 1, "relative_energy_ev": 0.0077, "orbital_gap_ev": 11.431}


{"formula": "C6H20N2O2", "method": "ωB97M-V with the def2-TZVPD basis set", "symbols": ["N", "C", "C", "N", "C", "C", "C", "C", "H", "H", "H", "H", "H", "H", "H", "H", "H", "H", "H", "H", "H", "H", "H", "H", "H", "H", "O", "H", "H", "O"], "xyz": [[-2.680435, 1.664644, 0.575477], [-2.358788, 0.540535, -0.272941], [-1.537539, -0.610252, 0.338989], [-0.429435, -1.071699, -0.519174], [0.100919, -2.347575, 0.081108], [0.246252, -3.483399, -0.932908], [0.652665, -0.026860, -0.625805], [0.827652, 0.415343, -2.071676], [-3.349638, 1.397454, 1.274810], [-1.925801, 2.271649, 0.807174], [-1.889499, 0.914399, -1.186932], [-3.291775, 0.118531, -0.648231], [-2.168551, -1.471249, 0.572080], [-1.139959, -0.397197, 1.337030], [-0.473867, -2.631920, 0.961984], [1.069701, -2.161815, 0.539139], [1.128267, -4.098248, -0.796021], [-0.651008, -4.100267, -0.983676], [0.289032, -3.055246, -1.933451], [1.577587, -0.442354, -0.277054], [0.353016, 0.793000, 0.019585], [1.802678, 0.896618, -2.172256], [0.930540, -0.400835, -2.779604], [0.064106, 1.076488, -2.470041], [2.347595, 1.011830, 3.036283], [1.204357, 0.865351, 2.188092], [2.111019, 0.525605, 2.229896], [3.052783, 3.125286, 0.546345], [1.608056, 2.802791, 0.832093], [2.175761, 3.519567, 0.558627]], "forces_ev_per_angstrom": [[-0.5, -1.2, -0.9], [-0.1, 0.6, -0.3], [-1.3, -0.5, -1.1], [1.7, 0.1, 4.8], [0.4, -0.9, -0.3], [-0.8, 0.2, -0.8], [-0.9, -0.1, -1.9], [0.8, 0.3, -0.6], [0.2, 0.6, 0.5], [0.1, 0.3, 0.5], [0.3, -0.1, 0.1], [0.0, -0.1, 0.2], [-0.1, 0.0, -0.4], [0.6, 0.4, -0.2], [-0.6, 0.0, -0.4], [0.2, 0.5, -0.4], [0.0, 0.0, 0.3], [0.1, -0.1, 0.3], [0.4, 0.0, -0.1], [0.3, -0.3, 0.2], [-0.1, 0.1, -0.1], [-0.2, 0.4, 0.2], [-0.3, -0.5, 0.2], [-0.1, 0.1, 0.3], [0.8, -0.4, -0.1], [-0.1, -0.4, -0.4], [-0.8, 0.8, 0.5], [0.1, 0.1, 0.0], [-0.1, -0.2, 0.2], [0.1, 0.1, -0.2]], "mulliken_spin": [-0.001, 0.005, 0.027, 0.771, 0.014, 0.043, 0.009, 0.051, 0.000, 0.000, -0.005, 0.002, 0.011, 0.048, 0.006, 0.011, -0.003, 0.000, -0.002, 0.002, 0.018, -0.003, -0.005, -0.001, 0.001, -0.001, 0.000, 0.000, 0.001, 0.001], "charge": 1, "spin_multiplicity": 2, "relative_energy_ev": 0.6618, "s_squared": 0.754, "orbital_gap_ev": [10.236, 5.446]}